Record 1
Molecular formula: C7H19N3O3Rb
Method: DFT, wB97M-V/def2-TZVPD

Each line ends with the natural charge from an NBO analysis.
CARTESIAN COORDINATES (ANGSTROEM)
H (0.928, -3.205, -3.511)  0.1785
H (1.711, 3.818, -0.463)  0.1922
N (-5.192, -0.770, 4.062)  -0.8293
H (1.931, -3.651, -2.107)  0.1849
Rb (-2.404, -0.484, -0.857)  0.9939
C (1.798, 2.767, -0.742)  -0.0859
O (-4.421, -2.863, 3.684)  -0.6826
H (-5.598, -0.175, 4.770)  0.3865
H (3.287, -1.611, -2.414)  0.1674
N (1.673, 1.354, -2.859)  -0.6276
N (-5.061, -2.115, 5.681)  -0.8092
C (2.710, 0.411, -2.358)  -0.2514
H (0.335, 1.291, 1.844)  0.1779
H (1.047, 2.870, 1.912)  0.1839
O (1.330, -1.651, -2.147)  -0.5759
C (-4.908, -2.007, 4.407)  0.7477
H (2.605, -1.274, -3.879)  0.1807
O (0.772, 1.949, -0.090)  -0.5611
H (2.715, 0.310, -1.272)  0.2096
H (-4.807, -2.975, 6.145)  0.4136
H (2.020, 1.551, 1.429)  0.1716
H (3.609, 0.803, -2.832)  0.1908
H (-5.309, -1.315, 6.246)  0.3822
C (1.015, 1.959, 1.314)  -0.2629
C (1.634, 2.706, -2.246)  -0.2344
H (0.158, -3.433, -1.984)  0.1785
H (2.558, 3.181, -2.577)  0.1751
H (1.987, 1.554, -3.798)  0.3500
C (2.449, -1.047, -2.825)  -0.0688
C (1.076, -3.063, -2.440)  -0.2499
H (-5.238, -0.574, 3.072)  0.3923
H (0.772, 3.245, -2.639)  0.2036
H (2.816, 2.444, -0.526)  0.1778

As for the charge: +1. The lowest unoccupied orbital energy is -3.674 eV. For the gap between HOMO and LUMO, the calculation gives 0.28049 Eh.

***

Record 2
Molecular formula: C33H28IMnN4O5
Method: DFT, wB97M-V/def2-TZVPD

Each line ends with the Löwdin charge.
CARTESIAN COORDINATES (ANGSTROEM)
N (-0.525, -1.376, -5.453)  0.0854
H (-4.205, 0.723, -3.545)  0.0712
H (1.089, -3.030, -3.221)  0.0743
C (2.660, -4.387, 0.503)  -0.1112
C (3.564, 1.011, 3.179)  -0.1009
C (-1.819, 1.108, -2.242)  -0.1003
H (2.183, -1.955, -4.082)  0.0756
C (5.596, 1.535, 5.053)  -0.1163
C (-0.213, -0.588, -3.222)  -0.1405
Mn (0.282, 0.267, -0.147)  0.7692
C (0.424, -4.194, -0.343)  -0.0396
C (1.527, -2.239, 0.591)  -0.2072
C (5.457, 0.254, 4.494)  -0.1055
C (1.776, 3.074, 2.500)  -0.0134
H (3.503, 0.343, -0.974)  0.0919
C (0.403, -2.858, 0.002)  -0.2271
O (0.592, 1.623, 1.098)  -0.1876
H (6.377, 1.727, 5.779)  0.0890
H (-3.029, 2.540, 3.125)  0.0820
O (-0.688, -2.045, -0.171)  -0.2332
H (-2.573, -1.791, -0.802)  0.0768
C (4.465, 0.005, 3.577)  -0.0356
H (1.068, 3.846, 2.225)  0.1137
H (4.352, -0.981, 3.147)  0.0927
H (-1.621, -2.913, -1.805)  0.1011
C (-1.878, 0.427, -4.597)  -0.1527
C (-2.846, 4.330, 0.270)  -0.0995
H (3.370, -0.136, -2.674)  0.0906
N (1.483, -0.882, 0.891)  -0.0808
C (0.110, -1.423, -4.276)  -0.2716
C (3.703, 2.303, 3.747)  -0.1893
C (2.502, 0.743, 2.233)  -0.1657
C (2.792, 3.326, 3.383)  -0.0557
C (1.207, -2.444, -4.134)  -0.0101
H (3.543, -4.982, 0.704)  0.0935
C (-1.836, -2.590, -0.782)  -0.0887
H (6.133, -0.538, 4.792)  0.0902
H (2.909, 4.312, 3.818)  0.1000
H (3.501, -2.571, 1.303)  0.0919
I (-2.025, -0.108, 2.068)  1.0560
O (1.208, 1.423, -1.900)  0.0609
C (1.518, 0.242, -1.724)  -0.6047
C (-2.343, 3.352, -0.567)  -0.0260
C (-1.284, 0.344, -3.295)  -0.0832
C (4.736, 2.534, 4.681)  -0.0591
H (-2.626, 1.782, -2.518)  0.0958
O (0.572, -0.774, -2.079)  -0.0531
H (-3.054, 1.534, -5.981)  0.1127
H (-3.027, 5.324, -0.121)  0.0973
C (2.646, -3.043, 0.843)  -0.0317
C (1.557, -4.967, -0.097)  -0.1127
N (2.431, -0.494, 1.742)  0.0705
C (1.594, 1.806, 1.917)  -0.3049
H (1.560, -6.014, -0.373)  0.0913
H (-2.737, 2.388, -4.471)  0.1120
C (-2.066, 2.048, -0.115)  -0.3454
C (-2.843, 2.782, 2.088)  -0.1733
N (-1.521, 1.071, -0.932)  -0.0261
H (4.835, 3.528, 5.105)  0.1019
H (-2.230, -3.429, -0.202)  0.0968
H (1.188, -3.098, -5.002)  0.0733
H (-3.478, 4.823, 2.273)  0.0932
H (-0.442, -4.654, -0.798)  0.1005
C (2.936, -0.262, -1.679)  0.0223
O (-4.271, 0.982, -4.470)  -0.0635
H (-1.933, -0.385, -6.565)  0.1088
C (-3.099, 4.059, 1.606)  -0.1107
H (-2.096, 3.607, -1.589)  0.1080
H (2.976, -1.309, -1.388)  0.0755
C (-2.349, 1.811, 1.241)  -0.5947
C (-1.467, -0.435, -5.585)  -0.1178
C (-2.974, 1.408, -4.901)  -0.2266

As for the charge: -1. The lowest unoccupied orbital energy (spin up / spin down) is 2.352 / 2.170 eV. For the gap between HOMO and LUMO (spin up / spin down), the calculation gives 0.20026 / 0.24956 Eh. Its multiplicity is 6.

***

Record 3
Molecular formula: C2H3NOS2
Method: DFT, wB97M-V/def2-TZVPD

Each line ends with the natural charge from an NBO analysis.
CARTESIAN COORDINATES (ANGSTROEM)
S (2.809, 0.106, -0.668)  -0.0340
S (-2.359, -0.429, -0.567)  -0.0508
H (-0.606, -0.744, 0.884)  0.4253
N (0.271, -0.242, 0.582)  -0.3573
H (-1.773, 1.770, -0.717)  0.1940
H (1.549, -1.801, 0.319)  0.2089
O (-0.142, 1.087, 0.316)  -0.3054
C (1.618, -0.633, 0.197)  -0.1273
C (-1.365, 0.886, -0.345)  0.0467

The lowest unoccupied orbital energy is -0.592 eV. For the gap between HOMO and LUMO, the calculation gives 0.30929 Eh. Its SMILES is S=CNOC=S.

***

Record 4
Molecular formula: C2H5NO
Method: DFT, wB97M-V/def2-TZVPD

Each line ends with the natural charge from an NBO analysis.
CARTESIAN COORDINATES (ANGSTROEM)
H (1.000, 0.278, 1.428)  0.1689
C (1.096, 0.619, 0.459)  -0.0813
O (-1.963, 0.496, 0.289)  -0.7171
H (-1.874, 1.257, -0.252)  0.4743
C (-0.883, -0.370, -0.036)  0.0621
H (-1.061, -0.878, -0.957)  0.1619
N (0.201, 0.557, -0.440)  -0.4122
H (-0.590, -1.007, 0.768)  0.1510
H (1.913, 1.274, -0.057)  0.1923

The lowest unoccupied orbital energy is 1.014 eV. For the gap between HOMO and LUMO, the calculation gives 0.41049 Eh. Its SMILES is C=NCO.

***

Per-record ΔE to the lowest compared entry with this formula, charge and spin, kcal/mol: 71.19 49.93 89.52 56.63
Per-record energy, eV: -18828.29191 -90294.66186 -27326.89495 -5690.77368